[1]
ORCA calculation (wB97M-V/def2-TZVPD) on C42H58N4OsP2S2 as an isolated structure.

The LUMO energy (spin up / spin down) is 0.26 / -1.95 eV. Its energy is -93169.74120 eV. The calculation puts the frontier orbital gap (spin up / spin down) at 0.260 / 0.200 Ha. Its multiplicity is 5. The calculation puts the energy above the lowest of the compared OMol25 structures with the same formula, charge and spin at 0.00 kcal/mol.

Each line ends with the Mulliken spin population.
Atoms and positions in Å:
Os 0.311 0.446 -0.152  2.2801
S 3.989 1.339 2.543  0.4971
S 2.809 1.237 -0.676  0.3409
P 1.208 -1.635 -1.145  -0.0092
P -0.662 1.922 1.472  -0.0236
N 5.902 4.405 1.912  -0.0011
N 0.901 -0.620 1.533  0.0461
N -0.916 0.927 -1.738  0.3570
N 4.274 4.387 -1.632  0.0770
C 2.844 -1.775 2.524  0.0522
C 0.103 -3.083 -1.447  0.0080
C 1.741 -0.525 -3.613  0.0003
C 0.150 3.152 -2.248  0.0800
C -3.969 -1.971 -2.137  0.0929
C -0.337 0.884 2.961  -0.0403
C 1.361 3.827 1.489  -0.0448
C 4.151 3.536 -0.875  -0.0175
C -0.124 3.667 1.747  0.0137
C 5.166 3.541 1.701  0.0057
C 5.228 -4.324 1.068  -0.0012
C -3.255 -1.858 -0.955  0.0214
C 0.716 -4.452 -1.233  0.0011
C -3.710 -1.085 -3.203  -0.0124
C -3.078 0.552 1.952  0.0197
C -0.903 1.190 4.202  -0.0040
C 0.286 -1.218 3.823  0.0243
C 0.335 -0.300 2.771  0.0164
C -2.307 2.875 -2.357  0.0225
C 3.933 -2.617 2.409  -0.0064
C -1.515 0.749 6.563  -0.0019
C 2.782 -2.735 -3.336  0.0024
C -0.263 -0.889 5.033  -0.0135
C -1.937 -0.008 -1.881  -0.2341
C -2.230 -0.926 -0.865  0.1384
C -3.505 -2.798 0.200  0.0028
C 2.306 -1.518 -2.580  0.0198
C -0.552 -2.985 -2.821  0.0026
C 3.790 2.407 0.029  0.2230
C -4.384 -1.306 -4.516  -0.0021
C 4.131 -3.329 1.205  0.0057
C -0.848 1.843 -4.094  0.0221
C -3.350 3.017 1.858  -0.0003
C 4.285 2.435 1.364  0.0074
C -0.986 2.164 -2.576  -0.0958
C 2.010 -1.529 1.444  -0.0453
C -2.764 -0.113 -3.049  0.0348
C -2.523 1.817 1.351  0.0057
C -0.517 4.270 3.071  0.0014
C 2.252 -2.193 0.242  -0.0033
C -0.883 0.349 5.284  0.0262
C 3.313 -3.038 0.129  -0.0017
H -2.670 0.473 -3.911  0.0034
H -2.409 -0.298 1.899  -0.0116
H -3.605 -2.352 1.185  -0.0006
H -3.134 2.279 -2.720  -0.0001
H -3.187 3.128 2.953  0.0008
H -4.007 -2.216 -5.003  -0.0015
H 1.680 4.892 1.632  0.0015
H -1.726 2.174 -4.684  0.0002
H -0.021 4.081 -2.776  0.0009
H 2.453 -0.426 -4.422  -0.0031
H 4.773 -5.323 1.302  0.0013
H -5.462 -1.509 -4.409  -0.0013
H 1.595 0.457 -3.142  0.0078
H -4.394 -3.409 -0.048  -0.0013
H 1.555 3.523 0.486  0.0129
H -1.415 2.127 4.273  -0.0002
H 5.562 -4.346 0.006  0.0004
H -1.782 -0.082 7.198  0.0004
H 1.047 -4.576 -0.214  -0.0001
H 6.082 -4.159 1.731  0.0002
H -4.034 0.335 1.479  0.0013
H 0.702 -2.212 3.636  0.0006
H -4.197 -0.437 -5.153  -0.0006
H 1.116 2.785 -2.547  -0.0180
H 0.060 3.808 3.862  0.0018
H 1.672 -4.589 -1.813  0.0003
H 2.727 -1.217 3.452  -0.0011
H -4.663 -2.757 -2.276  0.0011
H -0.353 -1.609 5.810  -0.0008
H 0.034 2.319 -4.505  0.0002
H 0.179 -3.086 -3.635  -0.0006
H -4.423 2.898 1.715  -0.0001
H -1.555 4.137 3.340  0.0002
H -1.249 -3.832 -2.919  0.0010
H -2.658 1.757 0.259  0.0056
H -0.713 4.197 0.977  -0.0002
H -1.104 -2.063 -2.956  0.0031
H -2.683 -3.522 0.292  -0.0017
H -2.291 3.854 -2.862  0.0043
H -1.675 -0.863 0.059  0.1166
H 3.484 -2.381 -4.083  0.0002
H 0.810 -0.928 -4.013  0.0033
H 3.316 -3.457 -2.769  0.0001
H -2.442 3.113 -1.284  -0.0072
H -0.647 0.799 -4.313  -0.0013
H 0.107 3.387 -1.209  -0.0343
H -0.724 -2.958 -0.747  0.0011
H -0.836 1.320 7.208  0.0017
H 4.638 -2.736 3.198  -0.0013
H -0.255 5.353 3.076  -0.0005
H -3.063 3.948 1.374  0.0001
H -2.398 1.352 6.404  0.0005
H 2.011 -3.270 -3.799  0.0003
H -3.248 0.712 3.015  -0.0006
H 0.023 -5.257 -1.479  -0.0002
H 1.908 3.122 2.108  0.0298
H 3.528 -3.526 -0.811  0.0002
H 3.201 -1.041 -2.177  -0.0046



[2]
ORCA calculation (wB97M-V/def2-TZVPD) on a single C2H2ClF3 molecule.

The LUMO energy is 0.78 eV. Its energy is -22780.67086 eV. The calculation puts the frontier orbital gap at 0.466 Ha. Its SMILES is FC(F)[C@H](F)Cl. The calculation puts the energy above the lowest of the compared OMol25 structures with the same formula, charge and spin at 24.14 kcal/mol.

Each line ends with the natural charge from an NBO analysis.
Atoms and positions in Å:
Cl 0.627 -0.617 -1.610  -0.0244
F -1.153 0.916 1.398  -0.3190
F -0.062 -1.231 0.815  -0.3394
F 0.862 1.031 0.863  -0.3270
C -0.377 0.896 0.326  0.4899
C -0.518 -0.394 -0.243  0.1328
H -1.550 -0.769 -0.493  0.2274
H -0.558 1.806 -0.313  0.1597



[3]
ORCA calculation (wB97M-V/def2-TZVPD) on C24H52N5NbO5P3 as an isolated structure.

The LUMO energy is 1.54 eV. Its energy is -72834.48945 eV. The calculation puts the frontier orbital gap at 0.228 Ha. As for the net charge: -1.

Each line ends with the Löwdin charge.
Atoms and positions in Å:
Nb -2.423 0.594 -0.466  1.2031
P -5.254 -1.722 0.585  0.2355
P -2.600 3.106 0.080  0.4155
P -4.328 0.157 1.191  0.4606
O -4.283 -2.854 0.376  -0.4141
O -6.158 -1.403 -0.794  -0.2466
O -2.452 3.256 1.621  -0.6724
O -0.969 0.424 1.043  -0.4891
O -6.394 -2.083 1.759  -0.2377
N 7.474 -6.330 2.067  0.1338
N 4.500 -2.016 1.942  0.1804
N -7.814 8.593 -2.444  0.1463
N 3.816 -8.182 -0.698  0.1754
N -2.852 5.904 -2.190  0.1440
C 4.615 -2.849 4.413  -0.1866
C 5.329 -5.503 -0.548  -0.2655
C 4.242 -8.675 0.247  -0.2153
C 0.575 -1.058 -0.083  -0.2792
C 4.551 -2.390 3.025  -0.2094
C 3.279 -0.895 5.358  -0.1059
C 6.177 -11.032 0.211  -0.1111
C -5.441 9.933 -4.615  -0.2605
C -3.897 0.786 -2.198  -0.4230
C 3.391 -2.409 5.221  -0.2618
C 6.868 -5.625 1.392  -0.2344
C -3.629 6.846 0.116  -0.1907
C -3.636 9.273 -0.655  -0.1175
C 6.175 -9.892 1.222  -0.2642
C -4.443 8.131 -0.050  -0.2597
C -6.256 11.216 -4.718  -0.1123
C 1.995 -1.654 0.208  -0.1377
C 0.370 0.369 0.502  -0.3767
C 6.101 -4.730 0.525  -0.1853
C 6.239 -6.238 -1.523  -0.1178
C -6.309 8.672 -4.576  -0.1886
C 4.783 -9.300 1.454  -0.1820
C -7.158 8.624 -3.385  -0.2370
C -3.194 6.307 -1.171  -0.2843
H 6.769 -4.003 0.059  0.1241
H -2.306 -1.189 -0.762  -0.0871
H -3.711 -0.066 -2.879  -0.0378
H -3.903 3.584 -0.271  -0.0717
H -6.885 11.210 -5.611  0.0739
H -6.931 8.617 -5.471  0.1185
H -5.595 12.082 -4.777  0.0699
H 4.842 -8.547 2.243  0.1156
H 2.698 -0.824 0.312  0.0465
H -4.807 9.977 -3.726  0.0987
H -6.901 11.351 -3.847  0.0711
H 5.528 -2.474 4.880  0.1201
H 4.656 -6.208 -0.081  0.0550
H 5.514 -11.840 0.529  0.0740
H 3.156 -0.414 4.386  0.0741
H 4.169 -0.479 5.836  0.0742
H -3.619 1.683 -2.791  -0.0382
H -5.321 7.941 -0.673  0.0962
H -5.612 -1.703 -1.526  0.0420
H 2.480 -2.798 4.762  0.1142
H 6.915 -5.544 -2.027  0.0736
H -1.550 3.883 -0.495  -0.0686
H 4.098 -10.075 1.803  0.1195
H -5.277 1.208 1.026  -0.1612
H 1.928 -2.280 1.103  0.0465
H -4.774 9.867 -5.477  0.1089
H -4.248 10.175 -0.724  0.0671
H 1.072 0.567 1.337  0.1009
H 3.458 -2.850 6.218  0.1057
H -4.237 6.094 0.625  0.1147
H -6.362 -3.037 1.840  0.0415
H 6.842 -6.996 -1.015  0.0606
H 5.397 -4.164 1.135  0.0737
H -4.949 0.854 -1.900  -0.0469
H -3.291 9.029 -1.663  0.0615
H 6.862 -9.110 0.891  0.0949
H 5.645 -6.745 -2.283  0.0635
H 2.414 -0.633 5.967  0.0744
H 4.679 -3.939 4.421  0.1162
H 5.853 -10.692 -0.775  0.0717
H 7.182 -11.442 0.105  0.0705
H 6.556 -10.263 2.176  0.1090
H -4.810 8.441 0.930  0.1085
H -1.097 0.816 -1.684  -0.0833
H 2.255 -2.319 -0.631  0.0588
H -0.162 -1.694 0.427  0.0830
H -2.762 9.504 -0.041  0.0735
H -5.663 7.792 -4.582  0.1210
H -2.760 7.028 0.751  0.1255
H 0.315 -1.099 -1.149  0.0670
H 0.550 1.166 -0.237  0.0713
H 4.711 -4.797 -1.107  0.1156



[4]
ORCA calculation (wB97M-V/def2-TZVPD) on C30H63BNO28P5Zr as an isolated structure.

The LUMO energy is -4.59 eV. Its energy is -139353.76273 eV. The calculation puts the frontier orbital gap at 0.135 Ha.

Each line ends with the Löwdin charge.
Atoms and positions in Å:
Zr 13.848 -13.097 -14.486  1.6974
P 19.599 -14.436 -15.371  0.6230
P 16.440 -10.828 -9.802  0.5298
P 16.075 -7.673 -15.418  0.4758
P 14.474 -18.191 -12.057  0.4861
P 12.610 -13.670 -18.300  0.0174
O 15.672 -9.405 -9.489  -0.1862
O 6.473 -16.640 -13.253  0.2081
O 4.356 -16.526 -9.293  0.1378
O 13.060 -18.628 -11.381  -0.1837
O 20.533 -13.983 -14.042  -0.2016
O 6.150 -16.471 -10.772  0.1824
O 11.352 -14.290 -18.830  0.0425
O 18.154 -14.035 -15.148  -0.2842
O 9.577 -15.018 -13.348  0.0843
O 13.380 -14.485 -17.253  -0.3828
O 15.548 -18.212 -10.864  -0.1756
O 7.687 -15.023 -12.018  0.1971
O 5.210 -14.869 -12.191  0.2190
O 17.559 -7.290 -15.053  -0.1596
O 14.447 -16.818 -12.676  -0.2817
O 19.820 -16.107 -15.401  -0.1796
O 14.785 -19.387 -13.095  -0.2124
O 12.554 -12.549 -17.268  -0.4403
O 20.315 -13.826 -16.725  -0.2161
O 15.712 -11.658 -10.827  -0.2744
O 17.909 -10.307 -10.286  -0.1732
O 15.238 -6.752 -14.412  -0.1732
O 3.264 -14.500 -11.164  0.1261
O 13.061 -13.555 -19.786  -0.0058
O 15.848 -7.214 -16.981  -0.1972
O 15.657 -9.121 -15.323  -0.2715
O 16.852 -11.418 -8.365  -0.1934
O 8.104 -17.288 -14.679  0.1375
N 11.251 -9.830 -13.157  0.1042
C 14.799 -5.427 -14.556  -0.2786
C 20.059 -12.492 -17.072  -0.2896
C 17.477 -12.628 -8.275  -0.3115
C 20.968 -16.615 -16.027  -0.3235
C 8.418 -15.374 -13.134  -0.3138
C 21.951 -13.773 -14.101  -0.2913
C 17.544 -19.514 -11.469  -0.0591
C 14.437 -9.298 -8.719  -0.2600
C 22.542 -14.484 -12.905  -0.0817
C 10.617 -8.878 -12.965  -0.2582
C 7.695 -16.548 -13.820  -0.3719
C 21.366 -11.826 -17.571  -0.0526
C 18.531 -9.232 -9.607  -0.3156
C 19.597 -6.101 -15.112  -0.0428
C 14.890 -4.678 -13.180  -0.0472
C 4.898 -16.133 -10.294  -0.3411
C 14.631 -9.378 -7.259  -0.0982
C 13.903 -19.671 -14.124  -0.2854
C 18.037 -6.024 -15.437  -0.2629
C 16.693 -13.467 -7.255  -0.0562
C 9.795 -7.657 -12.653  -0.0558
C 14.574 -7.290 -17.529  -0.2886
C 14.810 -20.073 -15.286  -0.0569
C 12.695 -20.920 -10.767  -0.0764
C 12.965 -19.517 -10.245  -0.2317
C 4.324 -15.076 -11.256  -0.4109
C 20.978 -18.147 -16.180  -0.0562
C 19.937 -9.598 -9.296  -0.0735
C 16.306 -19.381 -10.572  -0.2774
C 14.252 -6.022 -18.352  -0.0663
B 6.395 -15.752 -12.066  -0.8498
H 16.873 -14.541 -7.195  0.0788
H 18.072 -18.563 -11.546  0.0784
H 18.107 -8.977 -8.636  0.1128
H 20.142 -5.265 -15.550  0.0691
H 11.788 -20.874 -11.369  0.0830
H 22.125 -12.698 -14.039  0.1150
H 22.485 -14.198 -14.950  0.1071
H 14.067 -8.287 -8.884  0.1179
H 21.049 -10.866 -17.979  0.0759
H 20.926 -16.203 -17.035  0.1069
H 19.988 -18.401 -16.559  0.0807
H 13.171 -20.449 -13.908  0.1189
H 14.583 -8.185 -18.151  0.1310
H 15.009 -10.345 -6.925  0.0670
H 15.245 -4.892 -15.395  0.1066
H 14.427 -3.696 -13.086  0.0758
H 13.508 -21.336 -11.362  0.0685
H 21.937 -11.556 -16.683  0.0669
H 19.244 -12.520 -17.796  0.1252
H 13.759 -5.446 -14.883  0.1115
H 16.718 -12.998 -6.271  0.0750
H 23.590 -14.233 -12.737  0.0806
H 14.489 -5.312 -12.390  0.0714
H 9.529 -7.169 -13.591  0.0767
H 17.620 -13.123 -9.236  0.1225
H 14.621 -5.048 -18.029  0.0732
H 15.700 -20.278 -10.701  0.1008
H 19.892 -10.541 -8.750  0.0714
H 8.899 -8.037 -12.161  0.0832
H 22.027 -14.402 -11.948  0.0794
H 15.620 -13.337 -7.392  0.0735
H 22.444 -15.558 -13.065  0.0715
H 13.796 -7.282 -16.766  0.1102
H 12.336 -21.679 -10.072  0.0781
H 13.200 -5.967 -18.632  0.0751
H 20.482 -9.740 -10.230  0.0831
H 13.257 -18.807 -14.278  0.1205
H 17.549 -5.253 -14.841  0.0996
H 21.195 -18.634 -15.230  0.0723
H 17.923 -5.638 -16.450  0.1189
H 15.312 -8.654 -6.812  0.0857
H 19.813 -6.277 -14.059  0.0740
H 19.964 -6.917 -15.735  0.0697
H 17.186 -19.700 -12.481  0.0644
H 21.921 -16.317 -15.591  0.1047
H 15.679 -19.457 -15.519  0.0796
H 21.771 -18.489 -16.846  0.0784
H 15.102 -21.123 -15.252  0.0761
H 19.775 -11.894 -16.206  0.1146
H 20.474 -8.941 -8.613  0.0856
H 18.487 -12.525 -7.880  0.1147
H 18.308 -20.231 -11.169  0.0791
H 14.629 -6.208 -19.358  0.0672
H 21.886 -12.463 -18.287  0.0805
H 10.376 -6.947 -12.066  0.0757
H 18.463 -8.317 -10.197  0.1234
H 13.642 -9.230 -6.824  0.0883
H 16.551 -19.346 -9.510  0.1217
H 13.610 -9.963 -8.967  0.1247
H 13.871 -19.459 -9.642  0.1000
H 14.199 -19.947 -16.180  0.0758
H 12.057 -19.194 -9.735  0.1265
H 15.929 -4.608 -12.858  0.0647



[5]
ORCA calculation (wB97M-V/def2-TZVPD) on C25H29BHgN2O4P as an isolated structure.

The LUMO energy (spin up / spin down) is 0.38 / -0.60 eV. Its energy is -51707.65732 eV. The calculation puts the frontier orbital gap (spin up / spin down) at 0.241 / 0.276 Ha. Its multiplicity is 2. The calculation puts the energy above the lowest of the compared OMol25 structures with the same formula, charge and spin at 8.87 kcal/mol.

Each line ends with the Mulliken spin population.
Atoms and positions in Å:
Hg -0.758 -0.094 0.935  0.0002
P 1.743 0.635 -1.086  0.0033
O 1.347 -0.886 3.270  -0.0033
O -1.478 2.968 -5.759  0.0118
O 1.523 -2.218 1.440  -0.0027
O -3.552 3.684 -5.582  0.0018
N -2.576 0.551 0.027  0.1505
N -2.645 -0.795 2.366  0.1484
C 0.466 -1.571 -2.260  0.0069
C -2.589 2.424 -3.743  0.0563
C 2.503 -2.570 2.335  -0.0011
C 3.169 -0.286 -0.348  -0.0006
C -2.609 1.209 -1.178  -0.1254
C 3.493 -3.520 2.217  -0.0004
C 1.430 -0.426 -2.571  -0.0008
C 2.690 2.025 -1.882  -0.0009
C 4.271 -2.814 4.405  0.0000
C -3.775 -1.757 4.231  0.1634
C -3.725 0.390 0.692  0.3472
C -1.484 1.711 -3.264  -0.0257
C -1.488 1.139 -2.019  0.0227
C 3.658 0.338 0.959  -0.0002
C -2.475 3.028 -5.090  0.0000
C 2.396 -1.753 3.455  -0.0006
C -3.802 -0.308 1.900  0.0375
C -3.694 2.535 -2.902  -0.0165
C -4.999 -1.242 3.762  -0.0240
C -2.638 -1.501 3.493  -0.0638
C -3.713 1.943 -1.658  0.1082
C 3.269 -1.857 4.516  0.0001
C -5.015 -0.522 2.598  0.0983
C 4.383 -3.626 3.281  0.0000
C 1.830 3.073 -2.586  0.0017
B 0.829 -1.164 2.017  0.0058
H -4.590 2.080 -1.041  0.0054
H 4.155 1.293 0.781  -0.0001
H -0.624 0.600 -1.656  0.0203
H 4.370 -0.320 1.461  0.0000
H 3.572 -4.147 1.339  0.0000
H -0.530 -1.186 -2.030  -0.0003
H -1.671 -1.875 3.819  0.0086
H 2.812 -1.300 -0.164  0.0000
H 1.007 0.213 -3.349  0.0001
H 3.401 1.584 -2.586  0.0000
H -4.282 3.682 -4.957  0.0001
H 5.188 -4.346 3.225  0.0000
H -0.626 1.637 -3.913  -0.0055
H 4.983 -2.932 5.212  0.0000
H -5.912 -1.417 4.316  -0.0018
H 2.423 3.961 -2.806  -0.0001
H -4.667 0.739 0.282  0.0664
H 2.387 -0.812 -2.931  0.0000
H 3.987 -0.342 -1.072  0.0000
H -3.725 -2.334 5.143  0.0084
H 1.433 2.695 -3.525  0.0001
H -4.574 3.099 -3.195  -0.0015
H -5.935 -0.113 2.198  0.0044
H 0.372 -2.246 -3.111  0.0001
H 3.181 -1.212 5.379  0.0000
H 3.253 2.506 -1.078  -0.0001
H 0.808 -2.156 -1.402  -0.0024
H 0.992 3.378 -1.957  -0.0004
H 2.827 0.525 1.643  0.0003